[1]
Molecular formula: C20H70AgF3O22P
Method: DFT, ωB97M-V/def2-TZVPD

As for the total charge: -2. The value obtained for the energy relative to the best compared isomer or geometry (same formula, charge and spin) is 0.0000 eV. Its HOMO energy (alpha / beta) is -2.33 / -2.07 eV. For the total energy, the calculation gives -3247.06443 Eh. As for the spin multiplicity: 2.

```
117
Properties=species:S:1:pos:R:3:forces:R:3
Ag -2.056 1.942 0.994 0.0059 -0.1818 -1.3547
C -0.612 0.738 -1.328 -2.0323 -0.3511 1.1502
O -0.489 0.272 0.027 1.0215 -0.0967 -0.3944
O -1.527 1.726 -1.269 0.9543 0.6072 -1.1180
C 0.787 1.083 -1.901 -0.8933 0.0748 0.0269
F 1.515 -0.023 -2.218 -0.0614 0.0326 0.0199
F 0.623 1.759 -3.068 0.2359 0.0627 0.1365
F 1.523 1.816 -1.078 0.1120 0.1571 -0.1689
C 0.116 -0.981 0.285 -0.4674 -0.3621 0.0919
C -0.050 -1.238 1.769 0.0639 0.5665 -0.1442
H 0.395 -2.199 2.039 -0.1028 -0.0024 0.1090
H 0.390 -0.418 2.343 0.1135 -0.1403 0.0736
H -1.121 -1.202 1.978 0.0338 -0.2534 0.1877
H 1.164 -1.022 -0.033 0.0245 0.1274 0.0461
H -0.433 -1.773 -0.249 0.1359 0.0496 -0.2594
H -1.055 -0.106 -1.891 0.6729 -0.3617 -0.5024
P -1.663 3.014 3.246 1.4665 -0.0662 1.4926
O -2.021 3.960 2.081 -0.7940 1.2189 0.4961
O -0.493 2.225 2.563 2.3430 -0.9427 -0.5760
O -2.701 1.868 3.296 -1.5197 0.0125 1.1273
O -0.999 3.493 4.525 -1.5184 0.1707 -0.8763
C -3.692 -1.167 0.253 0.7490 0.5572 0.9850
O -3.354 -0.120 1.164 -0.5710 -0.3040 -0.2228
H -4.747 -1.433 0.360 -0.0030 -0.1259 -0.3487
H -3.439 -0.767 -0.728 -0.2456 -0.1540 -0.0896
H -3.035 -2.018 0.468 -0.2511 -0.1898 -0.2032
H -3.712 -0.281 2.045 0.1891 0.0821 0.0636
C 4.776 1.306 -2.886 -0.0906 -1.0799 0.4877
O 4.713 2.150 -1.754 -0.2137 0.2219 -0.8192
H 5.783 0.904 -3.034 0.2235 0.5341 -0.0651
H 4.195 0.389 -2.715 -0.3322 0.1486 -0.0560
H 4.406 1.756 -3.807 0.1468 0.1986 -0.0655
H 4.049 2.833 -1.982 0.3778 -0.0398 0.6505
C 0.753 -1.086 6.111 0.6625 0.0961 0.6716
O 0.215 -0.137 5.243 -0.1868 -0.7885 -0.0687
H 1.824 -1.235 5.924 -0.0244 0.0598 -0.2673
H 0.710 -0.732 7.153 -0.2011 -0.0615 0.0553
H 0.310 -2.090 6.090 -0.2865 0.1033 -0.2246
H -0.660 -0.459 4.945 0.0423 0.6018 -0.0985
C -2.699 2.178 -4.583 0.1110 -0.5431 -0.2466
O -3.563 2.185 -3.469 0.0105 -0.1098 -0.0206
H -3.277 2.104 -5.509 -0.3198 0.4909 0.1309
H -2.046 3.052 -4.588 0.0061 -0.0086 -0.1465
H -2.093 1.262 -4.646 0.2684 0.0916 0.4103
H -3.002 2.138 -2.671 0.1379 -0.1277 0.0606
C 2.197 4.487 -3.284 0.0731 -0.5423 0.2670
O 3.206 4.485 -2.258 -0.3089 0.6009 -0.5690
H 1.199 4.463 -2.842 -0.0052 0.0833 -0.1142
H 2.287 5.334 -3.969 0.1034 0.0702 0.0874
H 2.350 3.565 -3.842 -0.1044 0.0576 -0.1052
H 3.037 5.283 -1.745 0.1699 -0.2598 0.3373
C 2.922 1.222 1.917 0.9328 -1.0621 -0.4195
O 2.415 1.056 3.221 -0.1155 0.5378 -0.1130
H 2.733 0.310 1.326 -0.1562 0.1649 -0.1088
H 2.527 2.054 1.342 -0.4372 0.1671 0.6216
H 4.021 1.317 1.941 -0.0782 0.2385 -0.0806
H 2.948 0.372 3.635 -0.1595 -0.0515 0.0981
C 0.632 4.881 0.119 -0.2438 -0.1695 -0.2578
O 0.330 5.237 1.444 -0.2927 0.0121 -0.6391
H -0.010 4.064 -0.240 0.1557 -0.1156 0.1565
H 0.457 5.698 -0.600 0.1225 0.2031 0.0757
H 1.670 4.544 0.012 0.0090 0.0273 0.1705
H -0.573 4.858 1.596 0.2504 0.0243 0.6422
C 4.195 -1.600 -0.044 -0.2112 -0.4073 -0.5840
O 4.819 -2.664 -0.816 0.2697 0.4795 0.6677
H 3.664 -0.975 -0.765 -0.0484 0.3097 0.4190
H 3.491 -2.052 0.652 -0.0265 0.0012 -0.0565
H 4.930 -1.036 0.527 -0.0235 0.0764 -0.1045
H 5.691 -2.320 -1.025 0.0125 -0.2971 -0.2765
C -3.168 -0.424 5.729 0.1266 -1.0724 0.0226
O -2.444 -0.420 4.525 -0.3722 0.2840 -0.3491
H -2.522 -0.202 6.585 -0.0820 0.3555 0.0286
H -4.071 0.188 5.746 0.2089 0.3702 -0.1851
H -3.507 -1.461 5.871 -0.0775 0.0178 0.1699
H -2.529 0.491 4.068 0.2682 0.2458 0.0461
C 1.941 -4.420 3.500 -0.4011 -0.1961 0.0221
O 2.587 -3.733 4.561 0.1151 -0.0102 -0.2167
H 2.000 -5.499 3.662 0.0267 -0.0996 -0.1928
H 0.885 -4.154 3.400 -0.0285 0.0598 0.1804
H 2.400 -4.172 2.546 0.3351 0.0782 0.1539
H 2.158 -4.009 5.375 -0.0400 0.1641 0.0254
C -2.191 5.152 -2.009 0.0451 0.0064 0.6090
O -1.243 4.475 -2.810 0.1801 -0.0038 -0.3163
H -2.113 4.789 -0.988 -0.2505 -0.0521 0.2651
H -1.967 6.221 -1.958 0.1025 -0.0439 -0.2876
H -3.222 5.021 -2.353 0.0840 -0.1055 -0.1424
H -1.073 3.611 -2.397 -0.2003 -0.0776 0.1093
C 1.766 -4.328 -0.866 0.0775 0.0542 -0.0669
O 2.897 -4.540 -1.704 0.3285 0.3642 0.4517
H 1.046 -3.677 -1.369 -0.2514 -0.2820 0.0415
H 1.356 -5.307 -0.617 -0.3250 0.1215 -0.2121
H 1.977 -3.844 0.095 0.3613 0.0035 -0.0998
H 3.572 -3.870 -1.479 -0.2346 -0.3375 -0.1992
C 1.817 0.750 -5.593 0.2696 -0.6717 0.3409
O 2.776 0.293 -6.552 -0.0553 0.3502 -0.2918
H 1.487 -0.101 -4.997 -0.2841 0.1407 0.0645
H 2.269 1.449 -4.894 0.0617 0.1679 -0.1133
H 0.959 1.211 -6.077 0.0527 0.0214 -0.1315
H 2.983 -0.623 -6.364 -0.0068 -0.0343 0.0876
C -2.258 -3.791 3.619 -0.8367 0.5049 -0.7510
O -1.847 -5.065 4.084 0.6266 0.0400 0.2063
H -2.298 -3.723 2.523 0.0556 -0.2786 -0.0035
H -3.265 -3.555 3.978 0.1057 0.1520 0.1352
H -1.597 -2.972 3.895 0.2090 -0.3626 0.5025
H -2.555 -5.693 3.943 -0.1164 0.0455 -0.0802
C -3.792 -1.098 -3.745 0.8744 -0.2216 -1.2256
O -4.229 -2.454 -3.896 -0.3152 0.1232 0.3522
H -4.084 -0.585 -2.833 -0.1723 -0.1319 0.0206
H -2.705 -1.154 -3.829 0.0284 0.0687 0.5173
H -4.053 -0.526 -4.640 -0.4208 0.2320 0.2868
H -5.187 -2.441 -3.972 0.0135 -0.0402 0.0390
C -2.297 -3.842 -1.586 -1.6319 -0.4863 0.2168
O -1.645 -4.139 -0.356 0.3708 0.1977 -0.3584
H -3.022 -3.028 -1.485 0.4982 0.3566 -0.0064
H -1.634 -3.654 -2.424 0.3806 0.0156 0.2903
H -2.970 -4.672 -1.840 0.3743 -0.1646 -0.3544
H -2.231 -4.721 0.129 0.0406 0.0071 0.1480
```
Positions in Å, forces in eV/Å.

=====

[2]
Molecular formula: C2H4O2S2
Method: DFT, ωB97M-V/def2-TZVPD

As for the total charge: 0. The value obtained for the energy relative to the best compared isomer or geometry (same formula, charge and spin) is 2.0261 eV. Its HOMO energy is -9.47 eV. For the total energy, the calculation gives -1025.39099 Eh.

```
10
Properties=species:S:1:pos:R:3:forces:R:3
C 0.788 -0.630 0.404 -2.0185 -0.1832 -2.9814
C 0.789 0.753 -0.203 -2.9986 -1.7934 -3.6982
O -2.921 -0.423 -0.643 -0.5246 -0.2256 -0.7485
O -0.392 -1.239 -0.145 -2.7775 1.0333 1.0774
S -0.824 1.594 -0.003 -0.4373 -0.7729 0.9349
S -1.924 -0.269 0.365 3.3355 -0.5601 -0.1379
H 1.498 -1.343 -0.012 0.8411 0.5156 0.5543
H 0.691 -0.561 1.440 0.4626 -0.1846 1.9448
H 1.498 1.350 0.132 3.3415 2.8672 1.7351
H 0.795 0.769 -1.337 0.7758 -0.6964 1.3195
```
Positions in Å, forces in eV/Å.

=====

[3]
Molecular formula: H20O10
Method: DFT, ωB97M-V/def2-TZVPD

As for the total charge: 0. The value obtained for the energy relative to the best compared isomer or geometry (same formula, charge and spin) is 3.5112 eV. Its HOMO energy is -10.88 eV. For the total energy, the calculation gives -764.35288 Eh. As for the SMILES: O.O.O.O.O.O.O.O.O.O.

```
30
Properties=species:S:1:pos:R:3:forces:R:3
O 0.563 4.554 -4.069 0.1550 -0.1902 -0.0598
H 0.398 5.400 -4.487 -0.0172 0.2083 -0.1457
H -0.040 4.531 -3.327 -0.1525 -0.0352 0.2115
O -0.423 1.179 4.327 -0.1397 -0.2549 -0.1000
H 0.178 1.619 3.726 0.1997 0.1169 -0.2270
H -0.321 1.648 5.155 -0.0256 0.0654 0.2500
O -2.974 1.507 -4.032 -0.2398 0.0253 -0.0610
H -2.508 1.523 -3.196 0.1110 -0.0800 0.2930
H -2.307 1.723 -4.683 0.1572 0.0439 -0.1965
O -0.702 0.615 -0.215 -0.0607 -0.0526 -0.3031
H -1.049 0.355 0.638 -0.1526 -0.1196 0.2171
H 0.022 1.206 -0.010 0.2644 0.2471 0.0933
O -1.463 -4.580 -0.419 -0.0807 -0.2172 -0.1085
H -1.917 -3.916 0.100 -0.2040 0.1793 0.1595
H -0.546 -4.304 -0.412 0.3025 0.0640 -0.0557
O -4.869 -2.023 1.312 0.2344 -0.0524 0.0348
H -5.183 -1.129 1.181 -0.0414 0.2400 -0.0407
H -5.654 -2.566 1.240 -0.1660 -0.1914 -0.0141
O 2.220 2.634 1.136 -0.3603 -0.1292 0.0024
H 2.981 2.087 0.942 0.2683 -0.2119 -0.0476
H 2.591 3.468 1.424 0.0536 0.2465 0.0437
O -0.926 -2.665 4.084 -0.1623 -0.1526 0.0413
H -0.106 -3.052 3.777 0.1854 -0.1464 -0.0677
H -0.783 -1.721 4.020 -0.0091 0.3788 0.0485
O 5.096 0.272 -0.757 -0.0508 0.0784 0.2629
H 5.762 0.011 -1.393 0.2265 -0.0476 -0.1200
H 4.289 0.336 -1.268 -0.2185 0.0108 -0.1406
O 2.348 -3.074 -1.316 -0.1200 -0.0743 0.1857
H 3.160 -3.387 -1.714 0.2027 -0.1521 -0.0612
H 2.163 -2.249 -1.765 -0.1593 0.2030 -0.0947
```
Positions in Å, forces in eV/Å.

=====

[4]
Molecular formula: C28H40O6SSeSn
Method: DFT, ωB97M-V/def2-TZVPD

As for the total charge: -2. Its HOMO energy is -1.89 eV. For the total energy, the calculation gives -4556.45712 Eh.

```
77
Properties=species:S:1:pos:R:3:forces:R:3
Sn 0.062 3.363 -2.584 -0.0232 -0.3809 -1.4289
C -4.735 -0.190 2.884 0.0825 -0.0144 0.0009
C -3.234 -0.482 2.719 -0.0284 -0.0134 0.0372
C -2.501 0.111 3.925 -0.0279 -0.0106 -0.0896
C -3.013 -2.003 2.735 -0.0202 0.0756 0.0206
C -2.729 0.102 1.402 -0.0135 -0.0355 0.0731
C -1.732 1.060 1.325 0.0267 0.0463 0.0071
C -1.290 1.531 0.102 0.0900 0.2562 -0.1665
Se 0.163 2.806 0.070 0.2271 -0.8033 0.6404
C 1.552 1.418 0.059 -0.1622 0.3520 -0.0835
C 1.837 0.769 1.243 -0.1292 0.0733 0.0188
C 2.786 -0.244 1.296 0.0229 -0.0212 0.1394
C 3.414 -0.565 0.095 -0.0640 0.0206 -0.0051
C 3.169 0.058 -1.121 -0.0270 0.0046 -0.0104
C 2.226 1.145 -1.165 0.0175 0.0836 -0.1651
O 1.986 1.847 -2.214 0.1332 -0.1794 0.0721
C 3.950 -0.495 -2.333 0.0825 -0.0507 0.0110
C 5.455 -0.286 -2.092 -0.0349 0.0198 0.0028
C 3.622 0.119 -3.700 -0.1067 0.0805 0.1804
C 3.667 -2.002 -2.452 0.0045 -0.0058 0.0044
C 3.140 -0.996 2.578 0.0215 -0.0294 0.0052
C 2.835 -2.493 2.405 0.0191 0.0876 0.0160
C 4.634 -0.819 2.893 -0.0830 -0.0227 -0.0045
C 2.340 -0.489 3.780 0.0246 -0.0125 -0.0920
C -1.814 1.090 -1.137 -0.0945 0.0320 0.1514
O -1.380 1.534 -2.270 0.2094 0.2007 -0.0045
C -2.868 0.116 -1.052 0.0462 0.0338 -0.0961
C -3.275 -0.336 0.190 0.0294 -0.0121 0.0245
C -3.535 -0.398 -2.332 -0.0234 -0.0176 -0.0278
C -4.654 -1.401 -2.038 -0.0132 0.0162 -0.0184
C -2.501 -1.118 -3.216 -0.0096 0.1432 0.0857
C -4.157 0.787 -3.090 0.0999 -0.0262 0.0052
H -5.107 -0.599 3.830 -0.0092 -0.0005 -0.0088
H -5.310 -0.632 2.069 -0.0201 0.0133 -0.0022
H -4.908 0.887 2.874 -0.0284 -0.0056 0.0003
H -2.889 -0.331 4.847 0.0046 -0.0010 0.0053
H -2.643 1.192 3.977 0.0251 -0.0020 0.0267
H -1.430 -0.094 3.869 0.0019 0.0250 0.0306
H -3.366 -2.433 3.678 0.0038 -0.0183 -0.0108
H -1.950 -2.227 2.622 -0.0006 -0.0214 0.0010
H -3.547 -2.486 1.916 0.0056 -0.0145 -0.0032
H -1.272 1.466 2.217 -0.0299 -0.0211 0.0035
H 1.283 1.069 2.125 0.0399 -0.0364 0.0228
H 4.146 -1.369 0.112 -0.0134 0.0355 0.0095
H 5.664 0.781 -1.990 0.0391 -0.0076 0.0073
H 6.039 -0.674 -2.934 -0.0060 -0.0115 -0.0034
H 5.790 -0.787 -1.181 0.0184 0.0238 -0.0162
H 3.844 1.181 -3.723 -0.0195 0.0759 -0.0168
H 2.566 0.010 -3.938 -0.0436 0.0242 -0.0249
H 4.219 -0.392 -4.466 -0.0217 -0.0004 0.0519
H 3.960 -2.545 -1.551 -0.0214 -0.0198 -0.0670
H 4.212 -2.427 -3.301 0.0118 0.0020 0.0011
H 2.599 -2.164 -2.612 0.0041 -0.0324 0.0046
H 3.416 -2.916 1.584 -0.0116 -0.0294 -0.0015
H 1.777 -2.632 2.175 0.0030 -0.0330 0.0025
H 3.075 -3.047 3.320 0.0013 -0.0104 -0.0129
H 5.252 -1.200 2.079 0.0236 0.0093 0.0066
H 4.903 -1.353 3.811 0.0122 -0.0007 -0.0067
H 4.863 0.240 3.023 0.0277 -0.0055 0.0041
H 1.268 -0.618 3.619 -0.0087 0.0189 0.0288
H 2.536 0.570 3.961 -0.0308 0.0026 0.0235
H 2.621 -1.048 4.677 0.0008 -0.0021 -0.0002
H -4.069 -1.073 0.227 0.0508 0.0336 0.0523
H -4.276 -2.285 -1.517 -0.0360 -0.0023 -0.0109
H -5.093 -1.729 -2.984 -0.0023 -0.0022 -0.0124
H -5.450 -0.952 -1.437 0.0108 -0.0299 -0.0004
H -2.075 -1.969 -2.676 -0.0074 -0.0031 -0.0265
H -1.697 -0.435 -3.476 0.0754 0.0208 -0.0251
H -2.972 -1.486 -4.135 -0.0145 0.0103 0.0219
H -4.932 1.255 -2.477 0.0018 0.0059 -0.0252
H -4.612 0.448 -4.028 -0.0102 -0.0361 0.0129
H -3.398 1.533 -3.313 -0.0278 0.0310 0.0014
O -1.598 4.946 -0.237 -0.0293 0.0142 0.0752
S -1.319 5.584 -1.531 -0.4946 0.8500 0.6127
O -1.851 6.934 -1.617 0.0813 0.0236 -0.1590
O 0.183 5.568 -1.766 -0.1165 -0.3712 0.0747
O -1.871 4.701 -2.625 0.2845 -0.3922 0.0492
```
Positions in Å, forces in eV/Å.